# 1
14 unconnected molecules or ions with the total composition C5H37NO14 in a non-equilibrium geometry, computed with wB97M-V/def2-TZVPD.

Geometry as XYZ:
```
57
Properties=species:S:1:pos:R:3:forces:R:3
C -1.6421 -0.4922 -3.2295 2.648 -5.864 0.945
N -1.4036 -0.7115 -1.8584 0.696 -4.291 -7.054
C 1.5663 -2.4097 0.1500 -1.389 1.065 -1.453
C 0.5808 -1.3185 -0.5621 2.181 -1.718 0.887
C -0.6602 -1.8548 -1.3448 -0.133 1.103 2.263
C -1.6471 -2.7782 -0.4870 2.203 2.709 1.665
O -1.3253 -1.3460 -4.1112 -0.246 1.690 1.928
H -2.1406 0.3276 -3.5748 -1.414 2.793 -0.074
H -1.5274 0.0063 -1.3259 -1.185 5.319 4.315
H 1.9931 -3.0432 -0.6427 -0.326 -0.573 0.859
H 2.3661 -1.9745 0.7168 0.743 1.124 -0.511
H 1.0647 -2.7678 1.0346 -0.528 -1.590 -0.456
H 0.2607 -0.8397 0.3079 -0.817 1.505 0.940
H 1.3238 -0.6660 -1.0740 -1.351 -0.331 -0.232
H -0.2235 -2.3360 -2.1578 -0.299 -1.134 -1.412
H -2.3740 -3.1804 -1.1522 -0.944 -0.183 0.035
H -1.9830 -2.1634 0.4795 0.000 -0.998 -2.433
H -1.0528 -3.5300 0.0028 0.206 -0.821 -0.241
H -0.2436 0.1498 2.1394 -0.001 0.304 -0.241
H -0.8283 1.3279 1.0712 0.598 -1.782 0.988
O -1.0269 0.6000 1.7655 -0.586 2.195 -2.132
H -2.8180 0.8584 0.6393 -0.588 -0.616 -0.699
H -3.4208 -0.5314 0.3572 0.056 0.161 -0.022
O -3.3623 0.3610 -0.0046 0.142 0.340 0.447
H 3.9859 0.1998 0.0974 -0.025 -0.521 -0.062
H 4.7457 -0.8940 0.9562 -0.421 0.644 -0.215
O 4.1742 -0.1057 0.9891 0.544 -0.387 0.666
H 1.0536 -3.1696 -2.7528 0.870 -0.592 0.668
H 0.6083 -2.7288 -3.9911 0.159 0.095 -1.041
O 1.4230 -3.1231 -3.6373 -0.853 0.505 0.075
H -2.1112 1.4159 2.5936 0.831 -0.735 2.406
H -2.3954 2.2727 4.0453 -0.075 -0.804 -2.148
O -2.7694 1.8305 3.2291 -0.819 0.696 1.202
H 2.8024 1.6939 -0.2783 -0.571 0.458 0.390
H 2.9515 1.7160 1.2035 0.865 -0.647 1.340
O 2.4301 2.1105 0.5356 -0.707 0.669 -1.335
H 1.4065 2.1565 2.6702 1.518 -0.186 -6.221
H 1.9330 1.7837 4.0249 0.644 -0.298 0.043
O 1.2298 2.1721 3.5242 -2.227 0.471 6.176
H -3.6029 3.3677 1.2060 -0.261 0.125 -0.047
H -2.5296 2.3587 1.7087 -1.014 4.021 -2.073
O -2.6821 3.1740 1.0288 0.991 -2.501 1.184
H -1.0291 3.0809 -0.2599 1.579 -1.207 -0.180
H 0.5008 2.5207 -0.1551 1.802 0.840 0.911
O -0.3535 2.3622 -0.4890 -3.459 0.229 -0.421
H 2.5042 0.5467 -2.2007 -0.867 -0.043 -1.707
H 3.9395 0.2797 -1.8211 1.452 -0.552 -1.050
O 3.1365 0.6348 -1.5138 0.235 0.639 2.344
H -0.1619 -1.1993 3.5124 -0.379 0.606 1.494
H -0.3194 -1.9042 2.2789 -1.075 -1.199 -1.312
O 0.3051 -1.3634 2.7077 1.829 0.191 0.160
H -2.2999 -0.3109 4.6002 0.523 -0.365 -0.993
H -1.2624 0.5784 4.8902 1.461 2.299 1.657
O -1.4068 -0.0736 4.2617 -1.722 -2.605 0.215
H 1.2411 0.5935 -3.9247 0.627 0.606 0.002
H 2.3102 -0.2682 -4.2241 1.202 -5.174 -1.890
O 2.2240 0.5634 -3.9298 -2.321 4.314 1.451
```
Positions in Å, forces in eV/Å.

Its frontier orbital gap is 9.66 eV. Its total charge is 0. The LUMO energy is 0.05 eV. As for the energy above the lowest of the compared OMol25 structures with the same formula, charge and spin: 5.9893 eV. The molar mass comes out at 335.3 g mol⁻¹.

=====

# 2
13 unconnected molecules or ions with the total composition C5H37NO14S in a non-equilibrium geometry, computed with wB97M-V/def2-TZVPD.

Geometry as XYZ:
```
58
Properties=species:S:1:pos:R:3:forces:R:3
C 1.9678 0.2814 0.4163 -0.382 2.033 2.321
C 2.2915 1.2357 1.6358 0.316 2.503 -4.059
S 4.0550 1.8238 1.3216 0.347 -1.299 2.216
C 1.6227 0.8894 -0.9369 0.686 -0.169 -1.077
N 0.4259 0.4350 -1.6024 -2.551 1.406 0.301
C 0.2572 1.1821 -2.9733 -0.324 0.621 0.834
C -0.8186 0.6130 -0.7082 0.500 -0.685 -1.459
O 1.6124 2.3321 -0.9496 1.819 -0.497 -0.371
H 1.1912 -0.1887 0.8737 -3.290 -1.479 0.475
H 2.6361 -0.5393 0.3433 1.250 -0.167 -0.408
H 2.2498 0.7439 2.5824 0.137 -0.198 0.512
H 1.5831 2.1587 1.5582 1.328 -1.877 0.444
H 3.9920 2.7102 0.3867 -0.820 0.974 -1.011
H -0.5651 1.9558 -3.0212 1.311 0.012 1.207
H 1.2702 1.5828 -3.2680 -1.525 -0.533 -0.038
H -0.2472 0.6177 -3.7641 0.975 -1.259 0.202
H -0.9450 1.5063 -0.0128 0.528 -0.697 -2.215
H -0.9098 -0.2736 -0.1319 0.474 -0.857 0.949
H -1.6203 0.4089 -1.4216 -0.414 1.132 0.242
H -2.6749 -1.7913 -2.5437 -1.313 0.448 -1.254
H -2.9090 -1.5992 -4.0509 0.328 0.157 -0.220
O -3.3904 -1.6041 -3.2223 0.700 -0.753 1.496
H 0.2588 -0.7332 3.4529 -0.419 0.232 1.432
H 0.6582 -0.7830 4.9574 2.273 3.589 4.218
O 0.3283 -1.2528 4.2955 -3.125 -2.703 -5.561
H -0.4999 2.8674 4.1513 -1.144 -0.768 0.428
H 0.4658 3.3084 3.0953 0.053 0.068 0.996
O 0.2942 3.3571 4.0628 1.206 0.718 -1.249
H -1.2553 2.0006 2.4286 -0.739 1.092 0.330
H -1.1926 0.9222 1.3289 1.068 0.229 2.741
O -0.7528 1.2397 2.2048 -0.234 -1.105 -1.965
H -0.4894 -3.2388 2.5999 0.152 -0.529 -0.497
H -1.2273 -3.2095 3.7783 0.958 4.896 12.731
O -1.3055 -3.5152 3.0314 -1.017 -4.711 -12.150
H 0.9430 -1.5085 -2.2907 -0.170 3.643 1.138
H 1.6847 -2.4701 -3.1762 -1.110 -0.136 1.521
O 0.9689 -2.4053 -2.4737 1.408 -3.246 -2.430
H -3.6839 0.1523 -3.1508 -0.247 -1.689 -0.149
H -4.6493 0.7917 -2.0270 1.693 -0.211 -1.687
O -3.8996 0.9370 -2.6843 -1.621 2.380 2.097
H 1.0274 -2.3596 0.8330 -0.744 -0.353 0.327
H -0.0179 -2.8010 -0.2471 0.180 0.592 3.748
O 0.0736 -2.6035 0.8068 0.947 -0.473 -4.271
H -1.2390 3.9075 -1.9661 -1.409 -1.423 3.223
H 3.3601 0.4971 -1.8646 10.114 3.436 -0.019
O 2.5624 0.2725 -1.7869 -9.226 -2.724 -0.960
H 2.2972 2.6032 -1.6074 -0.869 -0.135 0.803
H -2.1813 3.7583 -0.5001 1.643 -0.396 -2.207
O -1.4980 3.3280 -1.1240 -0.388 2.311 -1.042
H 3.0825 -2.4525 3.4006 -3.487 0.349 -0.644
H 1.4172 -1.9584 3.3379 0.718 0.448 1.326
O 2.1038 -2.5676 3.0797 3.795 -1.584 -0.996
H -1.7129 -1.9959 1.8011 -1.108 3.399 -0.181
H -2.2023 -0.9143 2.8266 0.349 0.174 -2.633
O -2.0103 -0.9643 1.8172 0.183 -3.763 2.759
H -0.1356 -1.8803 -4.1210 -3.698 -1.285 -0.762
H -1.5312 -2.7975 -4.2747 -0.125 -2.610 1.004
O -1.1165 -2.0122 -4.5065 4.059 3.470 -0.503
```
Positions in Å, forces in eV/Å.

Its frontier orbital gap is 9.05 eV. Its total charge is 0. The LUMO energy is 0.01 eV. As for the energy above the lowest of the compared OMol25 structures with the same formula, charge and spin: 8.0662 eV. The molar mass comes out at 367.4 g mol⁻¹.

=====

# 3
14 unconnected molecules or ions with the total composition C5H38N2O14 in a non-equilibrium geometry, computed with wB97M-V/def2-TZVPD.

Geometry as XYZ:
```
59
Properties=species:S:1:pos:R:3:forces:R:3
C -2.3372 1.1330 4.8263 -0.273 0.285 -1.075
C -1.5256 0.9461 3.5404 1.334 0.574 1.690
N -1.6101 -0.2317 2.8680 -0.658 -1.131 -0.620
C -2.4406 -1.2958 3.4040 0.025 -0.563 0.755
C -1.5109 -0.1933 1.4180 -0.168 2.670 -0.512
C -2.6618 0.5979 0.7801 -2.152 0.646 -1.389
N -2.1922 1.4833 -0.3102 1.638 -1.966 0.405
O -0.6749 1.7901 3.2894 -0.513 -0.014 -0.698
H -3.3774 0.7833 4.6762 0.719 -0.324 0.861
H -1.7099 0.8196 5.6624 -0.631 -0.843 0.100
H -2.3940 2.1898 5.0116 -0.030 0.643 -0.310
H -2.4011 -1.2776 4.5033 -0.347 0.236 -0.441
H -2.0600 -2.3021 3.1949 0.287 0.347 -0.528
H -3.4685 -1.2707 3.0346 -0.121 0.136 0.150
H -0.6911 0.4461 1.1145 0.413 0.043 0.793
H -1.2287 -1.0848 0.9227 -0.457 -1.338 0.083
H -3.5003 0.0789 0.2860 0.433 -0.967 0.410
H -3.2452 1.1601 1.5181 0.606 0.203 0.544
H -2.7751 2.2247 -0.6039 -0.478 0.932 0.320
H -1.2082 1.7444 -0.1856 -0.934 0.617 -0.162
H -2.1895 0.0795 -3.0931 -0.888 -0.554 0.326
H -2.9612 0.6047 -1.9454 0.029 -0.786 0.035
O -3.0043 -0.1544 -2.5842 1.090 1.349 -0.293
H -0.4847 4.2185 -0.1242 -0.888 2.086 0.446
H 0.7106 3.3731 0.2173 -0.344 -0.014 0.504
O -0.1284 3.3807 -0.2682 1.124 -1.913 -1.175
H 4.9457 1.1107 -1.6317 -1.074 -0.535 -0.593
H 3.6071 1.2405 -2.4372 -0.525 0.983 -0.624
O 4.1707 0.6236 -2.0020 1.689 -0.082 1.424
H 0.8659 -1.6626 0.7102 0.549 1.614 -0.890
H 1.1571 -0.3866 -0.2985 -0.156 -0.825 0.131
O 1.0934 -0.6910 0.6183 -0.186 -1.161 0.164
H 2.3876 1.0790 3.6964 0.669 -0.093 -0.359
H 3.7974 1.6800 3.3013 0.317 -0.919 -0.061
O 2.9185 1.8775 3.5947 -0.823 1.274 0.844
H -2.3394 -1.8605 -1.8812 0.019 -0.732 -0.691
H -2.5634 -2.7015 -3.1664 0.565 -0.038 1.496
O -2.1331 -2.7457 -2.2708 -0.668 0.585 -0.807
H 1.4737 0.4486 -5.1078 0.873 1.180 0.455
H 2.0566 1.9062 -5.3008 -0.089 0.238 -0.358
O 2.0578 1.1617 -4.7069 -0.983 -1.510 -0.112
H 1.8574 -4.1068 -2.9143 -0.839 1.394 -0.120
H 1.9777 -2.5169 -2.9632 -0.286 -0.495 -0.210
O 1.3187 -3.2704 -2.9879 1.051 -1.247 0.316
H 2.4029 -0.4748 -3.6626 0.758 -1.074 0.068
H 3.4790 -0.8959 -2.6324 -0.648 -0.700 -1.596
O 2.9605 -1.2594 -3.4231 0.171 1.474 1.567
H -0.3583 -1.6566 -5.0714 -1.202 0.382 -0.328
H 0.7800 -2.4230 -4.6166 0.672 0.120 0.436
O 0.5657 -1.5282 -4.9302 0.419 -0.099 -0.204
H -1.1672 -4.0818 -0.5977 2.468 0.003 -0.296
H 0.1393 -3.6729 -1.3447 0.274 0.735 -1.502
O -0.1504 -4.1293 -0.5760 -2.651 -0.590 1.760
H 3.7539 0.5449 1.2365 -0.965 -2.243 1.993
H 2.4149 -0.0944 1.5442 -0.116 -0.574 0.112
O 3.3267 -0.1584 1.8808 1.689 2.430 -2.196
H 0.8217 3.0350 2.7252 -0.902 -0.533 0.753
H 2.1822 3.0395 2.1154 -0.366 0.062 0.241
O 1.2701 3.3259 1.9475 1.474 0.621 -1.032
```
Positions in Å, forces in eV/Å.

Its frontier orbital gap is 8.95 eV. Its total charge is 0. The LUMO energy is -0.02 eV. As for the energy above the lowest of the compared OMol25 structures with the same formula, charge and spin: 4.9709 eV. The molar mass comes out at 350.4 g mol⁻¹.

=====

- Among the records above, which one has the highest frontier orbital gap?
  C5H37NO14

=====

- total charge of number 1 (C5H37NO14)?
  0